C6H11N2S | ωB97M-V/def2-TZVPD

The gap between HOMO and LUMO (spin up / spin down) comes out at 7.625 / 7.616 eV. The spin multiplicity is 1. The total charge is +1. The value obtained for the largest force on an atom is 0.1128 hartree/bohr. The value obtained for the energy relative to the best compared isomer or geometry (same formula, charge and spin) is 7.680 eV.

Positions of all 20 atoms, in Å:
C -0.076 1.182 1.170
C 0.847 1.659 -1.702
C 0.039 -0.164 0.505
C -1.036 -1.062 1.037
C 1.520 -0.645 0.971
C -1.171 -0.375 -1.656
N 0.489 2.210 0.797
N 0.027 -0.145 -0.887
S 1.601 2.384 -0.543
H -0.738 1.309 2.146
H 1.075 1.640 -2.680
H -0.776 -1.980 0.430
H -2.072 -0.877 0.852
H -0.843 -1.406 2.138
H 1.537 -1.672 0.957
H 1.800 -0.198 1.836
H 2.268 -0.470 0.263
H -1.047 0.177 -2.684
H -2.128 -0.043 -1.207
H -1.319 -1.525 -1.743